Record 1
Computed, not measured: an isolated molecule of C8H16O5, with ωB97M-V/def2-TZVPD.

Calculated values
SMILES: C[C@@H](O)COC(=O)OCCCCO
ΔE to the lowest compared entry with this formula, charge and spin, eV: 0.000

Element x y z (Å)
O: 1.79291 0.72310 -0.86069
H: 0.06863 -2.73691 -1.06873
H: 1.13925 -1.90717 2.93027
H: -1.72403 2.20010 -0.18268
H: -0.00726 0.64151 2.49656
C: -0.41138 1.45596 -1.77387
H: 0.84827 -3.29724 1.14782
O: -1.58774 -0.54773 1.89157
H: 0.48402 3.02900 -2.48170
C: 0.51719 1.28429 -0.57953
O: 2.08010 -0.56103 -2.69580
C: -1.69587 2.15379 -1.27250
H: 1.56959 -0.78413 1.67168
O: 1.68657 -1.53147 -0.70129
H: -1.72381 3.16586 -1.67231
H: -0.67960 0.48868 -2.20055
H: 0.01573 0.71890 0.21052
C: 0.73922 -1.36268 2.07425
C: 0.25153 -2.38682 1.04924
O: 0.22246 2.16519 -2.82080
C: 0.33902 -1.92425 -0.39161
H: -1.89610 0.31708 1.60939
H: -0.52240 -0.56453 3.65415
C: -0.34876 -0.39190 2.59039
H: -0.78001 -2.66995 1.25395
C: 1.84896 -0.46786 -1.52375
H: -0.36634 -1.10897 -0.56699
H: -2.58132 1.61852 -1.60877
H: 0.72116 2.28065 -0.17820

***

Record 2
Computed, not measured: a structure of composition C8H16O5Rb, with ωB97M-V/def2-TZVPD.

Calculated values
Net charge: +1
ΔE to the lowest compared entry with this formula, charge and spin, eV: 2.521

Element x y z (Å)
O: -1.07705 1.89446 -0.95982
O: -4.33133 2.90983 -1.99579
H: -1.30954 0.46244 -2.46724
Rb: -0.38463 1.38315 2.09792
C: 1.62400 -1.56231 1.24301
H: -2.17900 3.50372 -0.35736
O: 1.83162 -0.20112 1.45511
H: 0.77131 -3.28507 2.18002
C: -2.06066 2.86524 -1.24699
C: -1.00223 -2.17659 3.75381
H: 2.56702 -2.08983 1.02629
H: -1.17618 -3.24222 3.53797
H: 1.61619 -2.17491 3.30078
C: 2.71046 -0.01088 -2.85810
H: -3.53803 1.18378 -1.28736
H: 3.11744 0.26046 -1.87720
H: -1.96011 -1.65030 3.83478
C: -0.57238 1.19371 -2.08957
O: -0.27029 -1.57214 2.70389
H: -1.74914 3.52180 -2.07586
H: 1.67423 0.29926 0.49843
H: -0.45860 -2.09128 4.70829
O: 1.27970 0.11515 -2.82539
H: 3.08842 0.65822 -3.63960
C: -3.41806 2.26084 -1.54842
H: 1.00660 -1.55631 0.20576
C: 0.95371 -2.22277 2.41772
C: 0.69354 0.47492 -1.73076
H: -0.38100 1.90659 -2.91076
H: 2.93398 -1.05784 -3.09357

***

Record 3
Computed, not measured: a structure of composition C8H17AgBF4N3S, with ωB97M-V/def2-TZVPD.

Calculated values
ΔE to the lowest compared entry with this formula, charge and spin, eV: 0.104

Element x y z (Å)
H: 1.03514 5.38977 -0.57728
B: -2.94957 -2.19467 1.45708
H: 1.28549 5.77653 1.13974
C: 0.36196 -3.81649 0.34025
H: 2.24480 -3.92621 -1.67044
H: 2.35540 2.02369 0.01311
C: -0.39256 -3.19142 -1.98966
H: -1.42393 -3.13569 -1.64987
H: -1.39496 5.19482 0.99779
S: -2.07813 2.78305 1.30510
Ag: -1.93050 0.35365 0.96165
H: -0.25142 -2.50919 -2.82913
C: 2.02807 -2.91333 -1.32964
C: 1.79075 2.95193 -0.01158
N: 0.12846 -0.40557 -0.05061
H: 0.56708 -4.83350 0.00180
F: -2.59821 -2.22571 0.07601
F: -3.84275 -1.10765 1.63066
F: -1.75072 -1.85097 2.16417
C: 0.57346 -2.86083 -0.84324
H: -0.18540 -4.20651 -2.33250
N: -0.53371 4.77011 0.69899
H: 1.04039 -3.58016 1.16037
N: 0.45059 2.64180 0.46594
C: 0.54476 5.68239 0.34478
C: 0.30479 -1.49051 -0.38606
H: 2.19191 -2.22767 -2.16180
H: 2.29609 3.66720 0.63041
H: 1.78830 3.31273 -1.04014
H: -0.66075 -3.76270 0.70662
F: -3.46400 -3.38884 1.88198
C: -0.57716 3.42761 0.77032
H: 0.22333 1.65729 0.47084
H: 0.10015 6.66071 0.18094
H: 2.72286 -2.66567 -0.52660

***

Record 4
Computed, not measured: a structure of composition C8H17BF5NO5PS, with ωB97M-V/def2-TZVPD.

Calculated values
Electronic energy, hartree: -2010.0445
Net charge: -1

Element x y z (Å)
H: -1.94611 0.63402 -0.37511
H: 3.54125 -1.39133 -0.52447
H: 3.54672 0.34865 -0.08905
O: -1.77283 -1.81653 0.54580
P: -0.19351 -1.85362 0.83833
O: -0.34684 0.87741 1.60638
N: 0.47235 -2.42486 -0.65509
H: -2.03090 -1.76616 -0.39411
H: 3.60414 -0.80036 2.36042
C: 3.72089 -0.66469 0.27111
S: 0.49895 1.77628 2.61465
C: -0.23475 2.92107 -1.02400
C: 2.91745 -0.97959 1.52772
H: 1.04586 -1.74954 -1.13936
C: -0.13685 1.42305 -1.33453
H: -1.52899 -0.15551 -1.90654
H: 2.64401 -2.03582 1.58020
F: 5.08605 -0.75505 0.57242
H: 0.24728 1.35316 -2.35983
H: -0.76904 3.11246 -0.09425
H: 1.52588 0.06554 -1.08290
C: 1.67854 -0.16458 1.80996
F: -5.18471 -2.08705 0.02075
O: 0.45607 3.14185 2.21966
H: -0.76287 3.41447 -1.84436
H: 0.75892 3.37501 -0.97962
H: -2.20827 1.44332 -1.90352
O: 1.93489 1.19628 2.23778
F: -5.60727 -0.81703 -1.85224
C: -1.51931 0.78916 -1.36461
O: 0.17215 1.40060 3.94976
C: 0.92410 0.71964 -0.44845
H: 1.60863 1.50593 -0.11163
C: 0.49656 -0.02821 0.83053
H: 1.22698 -0.65468 2.68342
F: -5.21063 -3.07658 -2.05733
B: -4.90409 -1.91341 -1.33587
H: -0.25373 -2.71246 -1.30343
F: -3.49698 -1.65086 -1.48862

***

Record 5
Computed, not measured: an isolated molecule of C8H17BN2O4, with ωB97M-V/def2-TZVPD.

Calculated values
SMILES: N[C@@]1(C(=O)O)CNC[C@@H]1CCCB(O)O
ΔE to the lowest compared entry with this formula, charge and spin, eV: 0.020

Element x y z (Å)
H: 0.98134 -2.20110 1.23672
H: 0.50210 -0.49473 -2.18188
O: -0.70267 1.18101 1.83458
N: 0.07077 -2.54938 1.02761
H: 2.57641 1.16002 -1.84621
H: -0.40603 -1.10838 2.50225
N: -2.98312 -1.07213 0.56240
B: 2.01841 2.60571 -0.51716
H: 1.19047 0.16791 0.73073
H: -3.15539 -2.03564 0.31247
C: -0.22377 -2.48302 -0.40712
O: 1.16411 3.06258 0.50073
O: 2.60095 3.45821 -1.43698
H: -0.23068 0.88462 -1.37628
H: 3.40970 1.02719 -0.26615
C: 0.22253 -0.10359 -1.19436
H: 0.65846 -2.64438 -1.04710
H: -0.90532 -3.29958 -0.67606
H: -1.64180 -1.14299 -1.43492
C: 1.51159 -0.00344 -0.30714
H: -3.34643 -0.42023 -0.15231
C: -0.83777 -1.08530 -0.67223
H: -1.69572 -2.19979 2.24316
H: 0.51989 2.45653 0.95574
H: -2.04731 2.49596 0.36768
H: 2.03656 -0.96774 -0.29095
C: -1.43872 0.76353 0.96834
C: -1.55191 -0.73687 0.65898
C: -0.89359 -1.68776 1.71185
C: 2.45873 1.08259 -0.77338
H: 2.29280 4.33462 -1.14340
O: -2.15460 1.55559 0.11040

***

Record 6
Computed, not measured: a cluster of 2 separate species, C8H17Cl2FN in total, with ωB97M-V/def2-TZVPD.

Calculated values
Electronic energy, hartree: -1389.7156
Net charge: +1

Element x y z (Å)
H: 0.03938 2.71012 -2.62880
Cl: -0.79660 0.97431 -3.98844
H: -0.23816 -1.03959 -0.82500
C: -1.80067 -1.17962 0.58896
C: 2.45594 0.55622 1.53097
H: 1.49385 -1.33670 0.42012
N: 0.70882 -1.15611 1.04966
H: 2.33157 0.95037 0.52217
H: 1.43672 -0.66100 2.95593
C: -1.93158 3.34991 -3.21914
H: -1.89030 -2.22446 0.29060
C: 1.19729 -0.11007 2.04892
H: 1.61343 -3.69367 0.48729
H: -0.38014 -2.45727 2.41065
C: 0.47983 -2.43340 1.75623
H: -2.08345 4.05334 -2.40177
H: -2.55419 -0.62582 0.03507
C: -0.95054 2.28899 -2.78726
H: 3.26061 -0.18286 1.48407
H: -1.29000 1.82601 -1.86382
H: -1.98984 -1.11761 1.66019
C: -0.44378 -0.66416 0.17963
H: 2.78221 1.34271 2.20644
H: 1.53575 -4.14950 2.30032
Cl: -1.33252 4.27793 -4.61160
F: -0.41413 0.69342 0.11026
H: -2.88963 2.91443 -3.49245
C: 1.26036 -3.48106 1.49336
H: 0.38978 0.57514 2.28743